{
  "formula": "C23H26N4O2S",
  "method": "wB97M-V/def2-TZVPD",
  "charge": 0,
  "lumo_ha": 0.01811,
  "gap_ev": 8.95,
  "de_lowest_ev": 2.330,
  "smiles": "CN(Cc1nccs1)C(=O)c1ccc(OC2CCN(Cc3ccccn3)CC2)cc1",
  "elements": ["C", "N", "C", "O", "C", "C", "C", "C", "C", "C", "H", "H", "O", "C", "C", "C", "N", "C", "C", "H", "H", "H", "H", "C", "C", "N", "C", "C", "C", "C", "H", "H", "H", "H", "H", "H", "H", "H", "H", "H", "H", "H", "H", "C", "C", "N", "C", "C", "S", "H", "H", "H", "H", "H", "H", "H"],
  "positions_angstrom": [[-4.6146, 4.7138, -3.3387], [-3.7335, 3.6835, -2.8385], [-3.5616, 3.5532, -1.4952], [-4.0370, 4.3367, -0.6973], [-2.7461, 2.3743, -1.0671], [-3.3714, 1.3354, -0.3830], [-2.6518, 0.2314, 0.0151], [-1.2795, 0.1444, -0.2373], [-0.6454, 1.2059, -0.8765], [-1.3787, 2.3066, -1.2858], [-0.8694, 3.1268, -1.7720], [0.4157, 1.1912, -1.0687], [-0.6891, -1.0070, 0.1698], [0.7134, -1.1881, 0.0321], [0.9850, -2.6875, 0.1506], [2.4987, -2.9425, 0.1059], [3.2387, -2.2271, 1.1220], [2.9791, -0.8062, 1.0361], [1.4889, -0.4428, 1.1216], [1.0819, -0.7324, 2.0925], [1.3624, 0.6358, 1.0180], [3.5354, -0.2984, 1.8261], [3.3744, -0.4632, 0.0737], [3.1095, -2.7893, 2.4593], [4.1960, -2.2591, 3.3576], [5.3839, -2.8376, 3.2489], [6.3778, -2.3955, 3.9958], [6.2505, -1.3521, 4.9006], [5.0085, -0.7517, 5.0277], [3.9625, -1.2120, 4.2454], [2.9797, -0.7713, 4.3266], [4.8561, 0.0605, 5.7244], [7.0927, -1.0248, 5.4901], [7.3218, -2.9087, 3.8638], [2.1280, -2.5950, 2.9209], [3.2478, -3.8684, 2.3670], [2.7019, -4.0098, 0.2095], [2.8857, -2.6169, -0.8657], [0.5657, -3.0476, 1.0910], [0.4894, -3.2166, -0.6638], [1.0409, -0.8480, -0.9616], [-3.1293, -0.5897, 0.5263], [-4.4306, 1.3960, -0.1837], [-3.2478, 2.7046, -3.7889], [-3.7549, 1.3302, -3.4984], [-4.9701, 1.0437, -3.2039], [-5.1447, -0.2775, -2.9779], [-4.0296, -1.0395, -3.1148], [-2.6845, -0.0600, -3.5424], [-3.9175, -2.0974, -2.9956], [-6.1231, -0.6353, -2.7152], [-3.5962, 3.0111, -4.7802], [-2.1528, 2.6815, -3.8070], [-4.0973, 5.3318, -4.0755], [-5.5037, 4.2700, -3.7910], [-4.9114, 5.3306, -2.4925]],
  "forces_ev_per_angstrom": [[-0.090, 0.248, 0.087], [-0.002, 0.125, -0.209], [0.160, -0.024, -0.080], [-0.136, 0.030, 0.281], [0.218, 0.042, 0.301], [0.127, 0.043, -0.024], [0.170, -0.044, 0.032], [-0.235, 0.223, -0.020], [0.266, -0.269, 0.104], [-0.324, 0.095, 0.048], [0.048, 0.071, -0.077], [0.101, -0.036, 0.020], [-0.134, -0.079, -0.023], [0.338, -0.152, 0.252], [0.093, 0.310, -0.153], [-0.206, -0.086, -0.057], [0.172, -0.103, 0.081], [-0.105, 0.195, 0.026], [0.028, -0.071, -0.279], [-0.076, 0.003, 0.030], [-0.018, 0.029, 0.048], [0.006, 0.062, -0.133], [0.038, 0.081, 0.045], [-0.015, 0.075, -0.080], [-0.275, 0.150, 0.226], [-0.036, -0.351, -0.358], [0.244, 0.119, 0.188], [-0.114, 0.050, 0.002], [0.073, -0.029, -0.022], [0.086, -0.111, -0.002], [-0.109, 0.015, -0.026], [-0.005, 0.044, 0.040], [0.083, 0.002, 0.035], [0.115, 0.018, 0.059], [0.025, -0.064, 0.001], [-0.069, 0.045, 0.075], [0.026, 0.020, -0.073], [-0.007, -0.089, -0.041], [-0.064, -0.016, 0.048], [-0.051, -0.038, -0.009], [-0.053, -0.016, 0.066], [-0.060, -0.099, 0.058], [-0.103, -0.015, 0.017], [0.183, 0.077, -0.015], [0.775, -0.788, -0.339], [-0.473, 0.879, -0.025], [0.222, -0.610, 0.015], [0.215, 0.091, -0.121], [-0.762, 0.347, 0.064], [-0.048, -0.255, 0.053], [-0.145, -0.158, 0.062], [0.090, -0.031, 0.119], [-0.129, 0.031, -0.127], [-0.049, 0.015, -0.023], [-0.002, 0.001, -0.024], [-0.009, -0.001, -0.140]]
}